(1)
The following is a DFT calculation (the ωB97M-V functional and the def2-TZVPD basis) of one molecule with the formula C10H14SSi at a distorted geometry.

```
26
Properties=species:S:1:pos:R:3:lowdin_charge:R:1
C -0.16131 1.61753 -1.09868 -0.197
Si -1.09158 -0.00954 -0.78754 0.500
C -2.74420 0.15641 0.16062 -0.185
C -1.35568 -0.63013 -2.63381 -0.211
C -0.04376 -1.26837 0.14286 -0.581
S -0.64769 -2.98225 -0.02415 0.575
C 1.06817 -0.94119 1.01518 -0.316
C 2.00687 -1.94540 1.22211 -0.070
C 3.10925 -1.82881 2.03923 -0.049
C 3.20134 -0.65988 2.77363 -0.059
C 2.42724 0.44734 2.41862 -0.054
C 1.30299 0.33181 1.57883 -0.019
H 0.81030 1.63656 -0.78886 -0.040
H -0.16439 1.97001 -2.16857 0.040
H -0.52679 2.59369 -0.52608 0.081
H -2.82342 0.88673 0.83204 -0.055
H -3.69573 0.39125 -0.47603 0.068
H -3.08953 -0.79798 0.71695 0.059
H -0.38785 -1.26086 -2.87602 0.061
H -2.33652 -1.17987 -2.69710 0.028
H -1.43923 0.28190 -3.28328 0.017
H 1.88836 -2.95306 0.79311 0.087
H 3.76456 -2.56183 2.16081 0.065
H 3.94738 -0.44269 3.48183 0.090
H 2.47886 1.45937 2.87261 0.117
H 0.68857 1.08562 1.40717 0.048
```

The molar mass comes out at 194.375 g/mol. As for the LUMO energy (alpha / beta): -1.29 / -1.29 eV. Its total energy is -1077.0494 hartree. The calculation puts the largest force on an atom at 0.113 hartree/bohr. The HOMO energy (alpha / beta) comes out at -8.46 / -8.46 eV. The calculation puts the HOMO-LUMO gap (alpha / beta) at 0.26351 / 0.26345 Eh. The SMILES is C[Si](C)(C)C(=S)c1ccccc1. The energy above the lowest of the compared OMol25 structures with the same formula, charge and spin comes out at 7.38 kcal/mol.

(2)
The following is a DFT calculation (the ωB97M-V functional and the def2-TZVPD basis) of one molecule with the formula C3H3NO2S at a distorted geometry.

```
10
Properties=species:S:1:pos:R:3:lowdin_charge:R:1
S -2.39884 -1.40090 -1.56601 0.626
N -1.12314 -0.15379 -1.52101 -0.313
C -0.14111 -0.09793 -0.68610 -0.542
O -0.16861 -0.55194 0.53235 0.049
C 0.95287 0.02348 1.22537 0.008
C 1.47072 0.92118 0.37175 -0.032
O 0.86855 0.88947 -0.94262 0.049
H -2.71852 -1.20027 -0.10982 -0.074
H 1.01392 -0.13508 2.21957 0.089
H 2.24416 1.70579 0.47652 0.139
```

The molar mass comes out at 117.129 g/mol. As for the LUMO energy: 0.67 eV. Its total energy is -719.4357 hartree. The calculation puts the largest force on an atom at 0.103 hartree/bohr. The HOMO energy comes out at -8.50 eV. The calculation puts the HOMO-LUMO gap at 0.33695 Eh. The SMILES is SN=c1occo1. The energy above the lowest of the compared OMol25 structures with the same formula, charge and spin comes out at 90.70 kcal/mol.